one.
Density functional theory data (ωB97M-V/def2-TZVPD) for a structure of composition C6H9O6Zn.

Output
E_LUMO in eV: 3.31
Charge: -1
HOMO in eV: -5.886
Kohn-Sham gap in eV: 9.19

Geometry (Å):
Zn -0.027 0.264 -0.165
C 0.598 -2.417 -3.064
C 0.373 -1.415 -1.958
O 0.229 -0.195 -2.277
O 0.328 -1.802 -0.764
H -0.336 -2.700 -3.545
H 1.044 -3.327 -2.652
H 1.275 -1.996 -3.805
C -3.415 2.191 0.658
C -2.144 1.484 0.236
O -1.074 2.156 0.174
O -2.155 0.245 -0.002
H -3.654 3.021 -0.001
H -3.244 2.548 1.674
H -4.247 1.488 0.679
C 2.862 0.038 2.545
C 1.699 0.118 1.584
O 1.902 0.626 0.435
O 0.580 -0.326 1.912
H 3.570 0.840 2.363
H 3.366 -0.921 2.412
H 2.471 0.080 3.562

=====

two.
Density functional theory data (ωB97M-V/def2-TZVPD) for a structure of composition C6H9O6Zn.

Output
E_LUMO in eV: 3.31
Charge: -1
HOMO in eV: -5.018
Kohn-Sham gap in eV: 8.33

Geometry (Å):
Zn -6.621 -26.307 9.559
C -9.106 -29.356 10.761
C -8.302 -28.117 10.185
O -7.710 -28.148 9.126
O -8.234 -27.035 10.790
H -8.673 -30.343 10.597
H -10.147 -29.430 10.448
H -9.227 -29.440 11.841
C -2.774 -27.013 10.545
C -4.207 -26.794 10.158
O -4.721 -26.747 9.047
O -5.049 -26.541 11.019
H -2.612 -28.043 10.230
H -2.614 -27.037 11.623
H -2.160 -26.308 9.984
C -8.137 -22.950 7.748
C -7.274 -24.036 8.274
O -7.212 -25.193 7.779
O -6.790 -24.099 9.440
H -7.649 -22.475 6.896
H -8.503 -22.247 8.496
H -8.957 -23.536 7.334

=====

Verdict on stability: one comes out on top.

=====

one.
Density functional theory data (ωB97M-V/def2-TZVPD) for a cluster of 2 separate species, C11H15NO in total.

Output
E_LUMO in eV: 0.85
HOMO in eV: -7.842
Kohn-Sham gap in eV: 8.69

Geometry (Å):
C 2.439 1.345 -1.744
C 2.348 1.295 -0.258
C 3.326 1.712 0.593
N 2.985 1.455 1.903
C 1.739 0.880 1.923
C 0.895 0.497 2.955
C -0.350 -0.027 2.658
C -0.831 0.091 1.337
C 0.015 0.341 0.282
C 1.347 0.686 0.579
H 1.587 0.873 -2.237
H 3.299 0.810 -2.129
H 2.531 2.356 -2.116
H 4.247 2.171 0.298
H 3.441 1.901 2.677
H 1.171 0.588 4.002
H -1.052 -0.294 3.436
H -1.841 -0.249 1.158
H -0.302 0.262 -0.748
C -2.568 -2.053 -2.517
C -2.915 -1.521 -1.131
O -4.290 -1.853 -0.891
H -1.544 -1.945 -2.847
H -3.367 -1.723 -3.187
H -2.834 -3.121 -2.501
H -2.284 -1.934 -0.346
H -2.835 -0.439 -1.185
H -4.361 -2.102 0.035

=====

two.
Density functional theory data (ωB97M-V/def2-TZVPD) for a cluster of 2 separate species, C11H15NO in total.

Output
E_LUMO in eV: 0.80
HOMO in eV: -8.005
Kohn-Sham gap in eV: 8.80

Geometry (Å):
C -2.326 3.460 0.019
C -2.135 2.149 0.564
C -2.571 1.470 1.648
N -2.242 0.179 1.616
C -1.286 -0.026 0.564
C -0.529 -1.115 0.218
C 0.111 -0.975 -0.969
C 0.133 0.141 -1.722
C -0.664 1.284 -1.416
C -1.278 1.205 -0.209
H -1.336 4.002 0.072
H -2.711 4.230 0.705
H -2.928 3.565 -0.916
H -3.415 1.925 2.310
H -2.172 -0.376 2.416
H -0.678 -2.030 0.770
H 0.567 -1.917 -1.381
H 0.760 0.213 -2.687
H -0.803 2.225 -1.998
C 3.431 -0.977 -0.302
C 3.785 -2.334 0.344
O 3.486 -3.574 -0.307
H 2.338 -0.760 -0.360
H 3.637 -0.973 -1.354
H 3.856 -0.123 0.118
H 4.814 -2.570 0.683
H 3.078 -2.349 1.207
H 2.774 -3.420 -0.870

=====

Verdict on stability: one comes out on top.

=====

one.
Density functional theory data (ωB97M-V/def2-TZVPD) for the molecule C6H6O.

Output
E_LUMO in eV: 0.59
HOMO in eV: -9.085
Kohn-Sham gap in eV: 9.67

Geometry (Å):
C 2.337 -0.913 0.583
C 1.945 0.158 0.141
C 0.583 0.457 -0.204
C -0.338 1.367 0.090
C -1.699 0.734 -0.065
O -1.460 -0.586 -0.550
C -0.085 -0.867 -0.493
H 2.826 -1.769 0.974
H -0.183 2.371 0.467
H -2.235 0.681 0.894
H -2.343 1.263 -0.780
H 0.193 -1.410 -1.404
H 0.459 -1.488 0.348

=====

two.
Density functional theory data (ωB97M-V/def2-TZVPD) for a structure of composition C6H6O.

Output
E_LUMO in eV: 0.99
HOMO in eV: -8.866
Kohn-Sham gap in eV: 9.86

Geometry (Å):
C -0.265 -2.741 0.138
C -0.104 -1.559 -0.015
C 0.056 -0.148 -0.197
C 1.363 0.504 -0.479
C 0.386 0.882 0.809
O -0.628 1.775 0.487
C -1.128 0.810 -0.464
H -0.398 -3.788 0.272
H 1.348 1.328 -1.189
H 1.929 0.775 0.435
H 0.586 0.664 1.872
H -2.077 0.391 -0.115
H -1.223 1.226 -1.469

=====

three.
Density functional theory data (ωB97M-V/def2-TZVPD) for the molecule C6H6O.

Output
E_LUMO in eV: -0.13
HOMO in eV: -9.154
Kohn-Sham gap in eV: 9.02

Geometry (Å):
C 2.177 0.064 1.280
C 1.334 0.489 0.530
C 0.476 -0.504 -1.165
C 0.289 0.815 -0.454
C -1.120 0.794 0.164
O -1.367 -0.574 0.405
C -0.634 -1.292 -0.582
H 2.927 -0.288 1.955
H 0.549 1.708 -1.027
H -1.200 1.335 1.110
H -1.842 1.212 -0.556
H -1.259 -1.495 -1.478
H -0.331 -2.264 -0.182

=====

Verdict on stability: one comes out on top.

=====

one.
Density functional theory data (ωB97M-V/def2-TZVPD) for the molecule C6H6O.

Output
E_LUMO in eV: 0.12
HOMO in eV: -8.560
Kohn-Sham gap in eV: 8.68

Geometry (Å):
C -0.171 0.146 1.547
C -0.441 1.242 0.732
C -0.393 1.024 -0.809
O -1.053 -0.254 -1.414
C 0.386 -0.123 -1.358
C 0.782 -1.008 -0.426
C 0.351 -0.950 0.877
H -0.325 0.126 2.648
H -0.849 2.113 1.448
H -0.611 1.978 -1.290
H 0.561 -0.370 -2.642
H 1.308 -1.900 -0.754
H 0.455 -2.025 1.441

=====

two.
Density functional theory data (ωB97M-V/def2-TZVPD) for the molecule C6H6O.

Output
E_LUMO in eV: 0.64
HOMO in eV: -8.460
Kohn-Sham gap in eV: 9.10

Geometry (Å):
C -0.344 -2.758 1.001
C -0.190 -1.622 0.638
C -0.039 -0.269 0.248
C 1.158 0.161 -0.073
C 2.088 0.617 -0.851
C -1.257 0.631 0.105
O -1.023 1.745 -0.729
H -0.490 -3.765 1.304
H 1.203 0.781 -1.540
H 2.998 1.150 -0.548
H -1.622 0.924 1.095
H -2.046 0.052 -0.389
H -0.437 2.354 -0.262

=====

Verdict on stability: one comes out on top.

=====

one.
Density functional theory data (ωB97M-V/def2-TZVPD) for the molecule C2H3NOS2.

Output
E_LUMO in eV: -0.32
HOMO in eV: -9.255
Kohn-Sham gap in eV: 8.93

Geometry (Å):
S 0.003 2.179 0.306
C -0.740 0.358 -0.085
O 0.126 -0.491 0.630
C 0.793 -1.404 -0.067
N 0.745 -1.461 -1.327
S -0.593 -0.057 -1.902
H -0.205 2.211 1.588
H -1.714 0.408 0.214
H 1.584 -1.744 0.644

=====

two.
Density functional theory data (ωB97M-V/def2-TZVPD) for the molecule C2H3NOS2.

Output
E_LUMO in eV: -0.89
HOMO in eV: -9.188
Kohn-Sham gap in eV: 8.30

Geometry (Å):
O 1.443 -1.201 0.941
C 0.283 -0.993 0.648
N -0.007 -0.194 -0.469
S 1.050 0.517 -1.534
C -1.077 0.763 -0.252
S -2.275 0.426 0.871
H -0.550 -1.197 1.348
H 2.493 0.376 -0.676
H -1.360 1.503 -0.880

=====

three.
Density functional theory data (ωB97M-V/def2-TZVPD) for the molecule C2H3NOS2.

Output
E_LUMO in eV: -0.29
HOMO in eV: -8.562
Kohn-Sham gap in eV: 8.27

Geometry (Å):
O -1.519 0.957 1.093
C -0.777 1.865 0.682
S 0.726 1.133 -0.088
N 0.175 -0.511 -0.016
C 0.800 -1.457 -0.762
S 0.091 -2.960 -1.075
H -0.766 2.856 0.939
H -0.579 -0.626 0.568
H 1.849 -1.258 -1.343

=====

Verdict on stability: three comes out on top.

=====

one.
Density functional theory data (ωB97M-V/def2-TZVPD) for the molecule C2H3NOS2.

Output
E_LUMO (spin up / spin down) in eV: -1.21 / -1.21
HOMO (spin up / spin down) in eV: -9.498 / -9.499
Kohn-Sham gap (spin up / spin down) in eV: 8.28 / 8.29

Geometry (Å):
O 1.049 -0.600 1.949
N 1.047 -0.219 0.784
S 2.321 0.254 -0.057
C -0.282 -0.231 0.298
C -0.768 0.438 -0.967
S -0.809 -1.354 -0.977
H -0.832 -0.112 1.207
H -1.679 0.989 -0.662
H -0.047 0.834 -1.576

=====

two.
Density functional theory data (ωB97M-V/def2-TZVPD) for a cluster of 2 separate species, C2H3NOS2 in total.

Output
E_LUMO in eV: -0.41
HOMO in eV: -9.191
Kohn-Sham gap in eV: 8.78

Geometry (Å):
N -2.583 -0.513 -0.124
C -1.870 -0.084 -1.007
O -1.481 0.507 -1.932
H -2.604 -1.358 0.378
S 1.623 -1.669 -0.028
C 1.684 -0.278 0.681
S 1.783 1.253 -0.322
H 1.668 -0.090 1.768
H 1.780 2.233 0.586

=====

three.
Density functional theory data (ωB97M-V/def2-TZVPD) for the molecule C2H3NOS2.

Output
E_LUMO in eV: -0.27
HOMO in eV: -8.661
Kohn-Sham gap in eV: 8.39

Geometry (Å):
O -1.267 1.459 -0.114
C -1.909 0.425 0.108
S -0.985 -1.034 -0.060
N 0.518 -0.069 -0.146
C 1.723 -0.582 -0.043
S 3.063 0.240 -0.024
H -3.067 0.289 -0.011
H 0.332 0.976 0.207
H 1.592 -1.703 0.083

=====

Verdict on stability: two comes out on top.

=====

one.
Density functional theory data (ωB97M-V/def2-TZVPD) for the molecule CH3NSi.

Output
E_LUMO in eV: 0.79
HOMO in eV: -12.064
Kohn-Sham gap in eV: 12.85

Geometry (Å):
N -1.539 -0.659 2.770
C -0.867 -0.426 1.880
Si -0.133 -0.056 0.251
H -1.301 -0.326 -0.456
H 0.306 1.408 0.277
H 0.958 -0.988 0.017

=====

two.
Density functional theory data (ωB97M-V/def2-TZVPD) for the molecule CH3NSi.

Output
E_LUMO in eV: 0.56
HOMO in eV: -11.424
Kohn-Sham gap in eV: 11.99

Geometry (Å):
N 2.407 0.176 -0.077
C 1.192 -0.003 0.053
Si -0.632 0.064 -0.069
H -1.026 1.173 0.598
H -1.204 -0.431 -1.377
H -0.736 -0.979 0.871

=====

Verdict on stability: one comes out on top.

=====

one.
Density functional theory data (ωB97M-V/def2-TZVPD) for a cluster of 2 separate species, H4O2Si in total.

Output
E_LUMO (spin up / spin down) in eV: -0.47 / -1.38
HOMO (spin up / spin down) in eV: -11.248 / -7.029
Kohn-Sham gap (spin up / spin down) in eV: 10.77 / 5.65

Geometry (Å):
O -0.643 0.593 1.143
O -1.651 1.472 1.560
Si 0.459 -0.731 -0.961
H 0.157 1.091 1.364
H 1.459 0.278 -1.260
H 0.724 -1.635 0.138
H -0.505 -1.067 -1.985

=====

two.
Density functional theory data (ωB97M-V/def2-TZVPD) for the molecule H4O2Si.

Output
E_LUMO in eV: 0.72
HOMO in eV: -10.971
Kohn-Sham gap in eV: 11.69

Geometry (Å):
O 1.344 0.530 0.469
Si -0.219 0.096 0.285
O -0.560 -0.517 -1.225
H 1.778 1.053 -0.258
H -1.268 1.091 0.346
H -0.139 -0.898 1.462
H -0.937 -1.355 -1.079

=====

Verdict on stability: two comes out on top.

=====

one.
Density functional theory data (ωB97M-V/def2-TZVPD) for a cluster of 2 separate species, C3H10NO2 in total.

Output
E_LUMO (spin up / spin down) in eV: 0.78 / -2.47
HOMO (spin up / spin down) in eV: -9.573 / -9.551
Multiplicity: 2
Kohn-Sham gap (spin up / spin down) in eV: 10.36 / 7.08

Geometry (Å):
C -1.475 -0.145 -0.155
O -0.928 -0.266 -1.362
C -0.479 -0.199 1.020
C 0.432 0.992 1.220
N 0.440 -1.375 0.834
H -2.158 0.714 0.022
H -2.186 -0.979 0.034
H -0.911 -0.478 1.984
H 0.939 1.207 0.275
H 1.170 0.842 2.015
H 0.020 1.941 1.586
H 1.375 -1.200 0.475
H 0.094 -1.879 0.023
H 0.704 -0.041 -2.169
H 1.458 0.874 -3.092
O 1.503 -0.008 -2.710

=====

two.
Density functional theory data (ωB97M-V/def2-TZVPD) for a cluster of 2 separate species, C3H10NO2 in total.

Output
E_LUMO (spin up / spin down) in eV: 0.71 / -2.21
HOMO (spin up / spin down) in eV: -9.504 / -9.505
Multiplicity: 2
Kohn-Sham gap (spin up / spin down) in eV: 10.21 / 7.30

Geometry (Å):
C 0.319 -0.568 -1.536
C -0.294 -1.397 -0.409
C -1.257 -0.330 0.226
O -1.073 0.341 1.334
N 1.665 -0.953 -2.178
H 0.437 0.483 -1.179
H -0.434 -0.480 -2.307
H -0.675 -2.291 -0.895
H 0.511 -1.582 0.318
H -2.355 -0.719 0.265
H -1.295 0.547 -0.523
H 2.334 -0.929 -1.382
H 2.007 -0.374 -3.043
H 1.121 2.119 1.952
H -0.266 1.798 1.873
O 0.367 2.393 2.475

=====

Verdict on stability: one comes out on top.

=====

one.
Density functional theory data (ωB97M-V/def2-TZVPD) for a cluster of 5 separate species, C2H14N2O4 in total.

Output
E_LUMO in eV: 0.36
HOMO in eV: -8.951
Kohn-Sham gap in eV: 9.31

Geometry (Å):
C 2.478 -0.085 -0.691
N 1.481 -1.019 -0.903
C 0.310 -0.758 -0.384
N 0.187 0.538 0.258
H 3.054 0.150 -1.585
H 3.169 -0.432 0.091
H 2.250 0.975 -0.448
H -0.618 -1.314 -0.525
H 0.844 0.820 0.959
H -0.695 0.839 0.490
O 1.992 -0.695 2.508
H 1.761 -1.254 1.669
H 1.270 -0.575 3.149
O -1.964 0.462 2.558
H -2.349 1.075 1.866
H -2.303 -0.358 2.754
O -3.061 1.738 -0.666
H -3.232 1.013 -1.217
H -1.966 1.839 -0.520
O -0.927 -0.917 -2.755
H -0.839 -0.273 -3.492
H -0.841 -1.769 -3.115

=====

two.
Density functional theory data (ωB97M-V/def2-TZVPD) for a cluster of 5 separate species, C2H14N2O4 in total.

Output
E_LUMO in eV: 0.61
HOMO in eV: -9.679
Kohn-Sham gap in eV: 10.29

Geometry (Å):
C -1.966 -0.682 0.808
N -1.430 -0.327 -0.511
C -0.582 -1.095 -1.052
N -0.120 -2.314 -0.537
H -3.002 -0.361 0.849
H -1.409 -0.091 1.532
H -1.879 -1.725 1.087
H -0.087 -0.798 -1.970
H -0.834 -2.941 -0.199
H 0.497 -2.788 -1.155
O 2.057 -0.543 0.543
H 1.948 -0.125 -0.316
H 1.474 -1.313 0.577
O 0.466 1.367 2.416
H 1.299 0.893 2.339
H 0.302 1.678 1.517
O 1.468 0.971 -1.979
H 2.388 1.242 -2.082
H 1.105 1.646 -1.374
O -0.233 2.393 -0.379
H -0.466 3.116 0.216
H -0.996 1.795 -0.328

=====

three.
Density functional theory data (ωB97M-V/def2-TZVPD) for a cluster of 5 separate species, C2H14N2O4 in total.

Output
E_LUMO in eV: 0.47
HOMO in eV: -7.302
Kohn-Sham gap in eV: 7.77

Geometry (Å):
N 0.252 -0.258 0.906
C 0.336 -0.805 -0.386
C 1.511 -0.858 -1.008
N 1.806 -1.475 -2.250
H 1.072 0.217 1.238
H -0.485 -0.385 1.568
H -0.613 -1.105 -0.782
H 2.329 -0.322 -0.537
H 1.000 -1.489 -2.805
H 2.479 -0.926 -2.772
O -1.901 -3.813 0.800
H -1.551 -4.146 1.634
H -1.075 -3.510 0.398
O 2.601 4.126 -0.933
H 2.230 4.995 -0.776
H 1.961 3.495 -0.596
O -3.432 -0.891 0.741
H -4.337 -0.715 1.011
H -3.347 -1.851 0.706
O -0.374 3.633 1.168
H -0.914 2.928 1.550
H 0.452 3.155 1.126

=====

Verdict on stability: two comes out on top.

=====

one.
Density functional theory data (ωB97M-V/def2-TZVPD) for the molecule C16H24O5.

Output
E_LUMO in eV: 0.73
HOMO in eV: -9.392
Kohn-Sham gap in eV: 10.12

Geometry (Å):
C -4.874 -0.123 -1.551
O -4.887 0.163 -0.163
C -3.631 0.170 0.459
C -2.646 1.180 -0.138
C -1.426 1.391 0.769
O -1.706 2.291 1.822
C -0.258 2.002 -0.019
C 0.217 1.086 -1.113
O 0.047 1.324 -2.284
C 0.921 -0.198 -0.686
C 0.066 -1.394 -1.134
O 1.160 -0.199 0.707
C 2.263 -0.986 1.110
C 3.581 -0.458 0.596
C 4.497 -1.291 -0.030
C 5.696 -0.784 -0.501
C 5.984 0.563 -0.359
C 5.071 1.401 0.259
C 3.877 0.893 0.736
O -3.010 -1.089 0.419
C -3.685 -2.087 1.155
H -4.213 -0.965 -1.771
H -5.898 -0.382 -1.811
H -4.560 0.748 -2.134
H -3.875 0.433 1.506
H -2.314 0.804 -1.105
H -3.159 2.132 -0.281
H -1.105 0.423 1.177
H -2.450 1.958 2.333
H 0.554 2.172 0.687
H -0.578 2.951 -0.450
H 1.880 -0.225 -1.229
H -0.140 -1.306 -2.197
H 0.595 -2.327 -0.955
H -0.872 -1.406 -0.583
H 2.131 -2.033 0.805
H 2.245 -0.942 2.204
H 4.273 -2.342 -0.148
H 6.404 -1.441 -0.985
H 6.917 0.959 -0.732
H 5.291 2.453 0.370
H 3.159 1.540 1.218
H -4.719 -2.197 0.815
H -3.139 -3.013 0.987
H -3.686 -1.845 2.224

=====

two.
Density functional theory data (ωB97M-V/def2-TZVPD) for the molecule C16H24O5.

Output
E_LUMO in eV: 0.71
HOMO in eV: -9.358
Kohn-Sham gap in eV: 10.07

Geometry (Å):
C -4.862 -0.127 -1.747
O -4.415 1.103 -1.195
C -3.824 1.017 0.065
C -2.619 0.064 0.148
C -1.645 0.297 -0.984
O -1.609 -0.635 -2.027
C -0.472 -0.557 -1.217
C -0.112 -1.737 -0.325
O 0.608 -2.710 -1.030
C 0.720 -1.225 0.875
C 0.937 -2.344 1.892
O 1.937 -0.766 0.309
C 2.650 0.169 1.089
C 3.893 0.575 0.345
C 4.688 -0.395 -0.252
C 5.837 -0.036 -0.933
C 6.208 1.295 -1.016
C 5.422 2.266 -0.421
C 4.267 1.909 0.252
O -4.723 0.598 1.058
C -5.787 1.499 1.283
H -5.399 -0.716 -0.999
H -5.538 0.141 -2.556
H -4.025 -0.704 -2.148
H -3.496 2.054 0.265
H -2.138 0.229 1.114
H -2.991 -0.960 0.120
H -1.581 1.334 -1.311
H 0.396 -0.111 -1.700
H -1.020 -2.233 0.028
H 1.469 -2.328 -1.245
H 0.195 -0.380 1.347
H -0.012 -2.613 2.348
H 1.348 -3.214 1.387
H 1.623 -2.030 2.674
H 2.934 -0.273 2.057
H 2.017 1.047 1.292
H 4.394 -1.431 -0.183
H 6.447 -0.798 -1.397
H 7.107 1.576 -1.545
H 5.706 3.307 -0.485
H 3.653 2.671 0.711
H -6.430 1.031 2.025
H -5.409 2.454 1.666
H -6.350 1.683 0.364

=====

Verdict on stability: one comes out on top.